(1)
The following is a DFT calculation (the ωB97M-V functional and the def2-TZVPD basis) of the molecule C29H39N3O7.

Cartesian coordinates (Å):
C  -7.066275  -1.283927  -0.074594
H  -6.803502  -1.239638  -1.128404
H  -6.552352  -2.129322  0.375467
H  -8.138529  -1.427733  0.018046
C  -6.647101  0.008068  0.626229
C  -7.305871  1.221862  -0.026043
H  -6.984406  2.135501  0.466502
H  -7.035436  1.274956  -1.078622
H  -8.385846  1.138259  0.056141
C  -6.959854  -0.062371  2.119084
H  -8.022948  -0.233223  2.263337
H  -6.402917  -0.878883  2.573784
H  -6.681493  0.866476  2.609390
O  -5.208770  0.055847  0.428430
C  -4.467055  1.016267  0.942851
O  -4.850362  1.988991  1.540377
C  -2.973753  0.749871  0.680252
N  -2.769858  -0.449308  -0.090313
C  -2.822475  -1.669236  0.474002
O  -2.911144  -1.869477  1.666108
C  -2.712866  -2.803805  -0.558604
N  -1.429119  -2.792888  -1.227419
C  -1.143168  -1.937483  -2.219053
O  -1.951558  -1.174515  -2.722170
C  0.330722  -1.968590  -2.633779
N  1.133408  -1.303583  -1.628173
C  1.428722  -1.908079  -0.454405
O  1.231851  -3.080796  -0.214018
O  1.989320  -1.027343  0.385354
C  2.455828  -1.507431  1.648707
C  3.958573  -1.448376  1.691091
C  4.701101  -2.218311  0.803285
C  6.082599  -2.154159  0.807277
C  6.735245  -1.324968  1.704499
C  6.000818  -0.556643  2.592009
C  4.617439  -0.612445  2.580705
H  4.046330  -0.004826  3.266506
H  6.506520  0.094009  3.290013
H  7.814059  -1.276232  1.710248
H  6.651031  -2.754552  0.112458
H  4.189719  -2.871101  0.109958
H  2.013395  -0.858520  2.408222
H  2.099313  -2.535428  1.784261
H  1.148129  -0.288844  -1.616418
H  0.454612  -1.446640  -3.582754
H  0.677027  -3.000796  -2.724967
H  -0.660875  -3.282043  -0.779376
H  -3.496547  -2.671401  -1.310361
H  -2.840673  -3.759555  -0.050724
H  -2.784522  -0.376041  -1.101571
H  -2.518452  0.593295  1.666728
C  -2.352326  1.969983  -0.008438
C  -0.850761  1.923840  -0.035269
C  -0.152956  1.824544  -1.225670
C  1.237345  1.830923  -1.260456
C  1.968901  1.932750  -0.080619
C  1.258354  2.015413  1.123911
C  -0.116251  2.015274  1.144809
H  -0.634581  2.102608  2.088561
H  1.828231  2.096560  2.036145
O  3.311181  1.971006  0.074234
C  4.278159  1.929975  -0.979974
C  5.608725  1.935077  -0.216555
H  5.640501  2.786474  0.457897
H  5.698123  1.026435  0.372130
H  6.443584  1.998527  -0.908116
C  4.201064  3.182663  -1.859698
H  4.995228  3.154472  -2.601038
H  3.248761  3.262247  -2.375350
H  4.326872  4.070377  -1.244011
C  4.187752  0.639951  -1.804769
H  5.157595  0.424805  -2.245399
H  3.462501  0.708383  -2.610239
H  3.913613  -0.185223  -1.152339
H  1.723127  1.793561  -2.222709
H  -0.694905  1.747760  -2.158259
H  -2.740643  2.031548  -1.027654
H  -2.685211  2.855142  0.539336

Forces on atoms 1 to 2 (eV/Å):
C 0.3 0.3 0.1
H 0.0 0.0 -0.1

* molecular weight: 541.65 g/mol
* LUMO level: 0.6433 eV
* SMILES: CC(C)(C)OC(=O)[C@H](Cc1ccc(OC(C)(C)C)cc1)NC(=O)CNC(=O)CNC(=O)OCc1ccccc1
* energy relative to the best compared isomer or geometry (same formula, charge and spin): 12.2 kJ/mol
* charge: 0

=====

(2)
The following is a DFT calculation (the ωB97M-V functional and the def2-TZVPD basis) of the molecule C29H39N3OS2 in a non-equilibrium geometry.

Cartesian coordinates (Å):
C  0.419369  3.206444  -3.002159
C  -0.782014  3.891282  -2.137385
C  -2.014668  4.166489  -3.131010
C  -3.468073  4.010766  -2.468830
C  -3.801450  2.518702  -1.949944
C  -3.690143  1.406690  -3.120414
C  -2.458791  0.419895  -2.813002
C  -2.876306  -1.024828  -2.245572
C  -3.793485  -0.986005  -0.940946
C  -5.333022  -0.780296  -1.170264
C  -6.365553  -0.713008  0.000888
C  -5.835450  -0.884490  1.451982
C  -4.308556  -1.115797  1.653711
C  -3.249793  -1.164998  0.528820
N  -1.804387  -1.399251  0.673677
C  -1.242192  -0.915876  1.943984
C  0.268023  -0.465729  1.925292
C  0.946318  0.016240  3.258864
C  2.477775  0.510260  3.300935
C  3.531185  -0.656951  3.637340
C  3.943629  -1.355995  2.236915
C  3.989224  -2.971953  2.396853
C  5.341222  -3.496599  1.696605
C  5.334604  -3.252618  0.081584
C  6.261664  -2.019166  -0.364837
S  5.582066  -0.986950  -1.748817
C  3.760162  -0.827280  -1.613228
N  2.702896  -1.782549  -1.665725
N  1.448902  -1.240340  -1.556134
C  1.731774  0.180911  -1.431565
O  3.110811  0.456248  -1.453318
C  0.175505  0.065847  4.627672
C  -1.314299  -0.355703  4.645299
C  -1.953976  -0.838023  3.313042
S  -3.739123  -1.368096  3.412798
H  0.197492  2.102830  -3.241267
H  1.401858  3.258057  -2.409576
H  0.536175  3.757513  -4.012824
H  -1.025207  3.221748  -1.246064
H  -0.331619  4.875184  -1.726584
H  -1.851812  3.510142  -4.065048
H  -1.921542  5.270122  -3.471677
H  -3.587761  4.756676  -1.613151
H  -4.238064  4.268305  -3.274492
H  -4.864353  2.455429  -1.498230
H  -3.039704  2.299292  -1.108665
H  -4.669393  0.864294  -3.337687
H  -3.404411  1.992176  -4.078525
H  -1.690396  0.952557  -2.133020
H  -1.897744  0.258135  -3.814153
H  -3.393769  -1.639939  -3.078657
H  -1.908775  -1.609651  -2.007739
H  -5.759299  -0.681323  -2.236418
H  -7.488169  -0.568243  -0.132038
H  -6.539733  -0.867350  2.361474
H  -1.546798  -2.376414  0.465813
H  0.918364  -0.475849  0.992889
H  2.720104  0.870221  2.231779
H  2.584771  1.326898  4.090410
H  4.489339  -0.140223  4.029776
H  3.201183  -1.391111  4.444240
H  4.916330  -0.943533  1.800945
H  3.127624  -1.134841  1.444350
H  3.042375  -3.379859  1.898965
H  3.931761  -3.194948  3.514119
H  5.384377  -4.635143  1.905116
H  6.226430  -2.984446  2.216692
H  4.235963  -3.161928  -0.209716
H  5.794541  -4.217564  -0.360757
H  6.587922  -1.384122  0.545593
H  7.247221  -2.479412  -0.761703
H  0.862696  0.920900  -1.351940
H  0.649105  0.398166  5.611779
H  -1.890932  -0.340022  5.642880

Forces on atoms 1 to 2 (eV/Å):
C -0.3 0.2 0.3
C 1.2 0.0 -0.8

* molecular weight: 509.78 g/mol
* LUMO level: 0.0387 eV
* SMILES: CCCCCCCCc1cccc2c1Nc1cc(CCCCCCCSc3nnco3)ccc1S2
* charge: 0

=====

(3)
The following is a DFT calculation (the ωB97M-V functional and the def2-TZVPD basis) of a structure of composition C29H39N6O4S2Zn in a non-equilibrium geometry.

Cartesian coordinates (Å):
Zn  -0.858189  1.460563  -0.791266
N  -1.268923  2.371441  0.982172
C  -2.632544  2.916487  0.752662
C  -3.336005  2.587864  -0.583261
O  -4.456114  3.011944  -0.839652
O  -2.719589  1.748131  -1.431918
H  -1.330514  1.559242  1.640940
H  -0.598653  3.075559  1.258728
H  -2.589233  4.013774  0.827542
H  -3.283263  2.608093  1.590015
O  -1.806066  -0.330231  1.247481
S  -3.255066  -0.779087  1.468405
C  -3.781656  -1.955926  0.175039
C  -2.932706  -3.138700  -0.286132
C  -1.489299  -2.866259  -0.769535
C  -1.428285  -2.138165  -2.085888
S  0.091037  -1.037004  -2.182620
O  0.083379  -0.258216  -0.819493
C  1.248204  -2.369375  -1.767585
C  2.026202  -2.399084  -0.570194
C  2.764981  -3.581180  -0.251865
C  2.697234  -4.659046  -1.151246
C  1.906500  -4.599448  -2.325284
C  1.241321  -3.454859  -2.660575
C  -3.404560  -1.852775  2.876845
C  -2.215872  -2.155738  3.524110
C  -2.339050  -2.723447  4.769955
C  -3.616951  -2.830566  5.387210
C  -4.768073  -2.445519  4.723806
C  -4.697428  -1.888751  3.462639
H  -4.092057  -1.348266  -0.689003
H  -4.736744  -2.338437  0.525797
H  -3.544452  -3.668258  -1.045328
H  -2.923766  -3.934380  0.504094
H  -0.965609  -3.805096  -0.900822
H  -0.962058  -2.292161  -0.013486
H  -2.275515  -1.482758  -2.306279
H  -1.418978  -2.866049  -2.915914
H  2.088941  -1.533590  0.064435
H  3.378872  -3.736033  0.670837
H  3.332183  -5.506714  -1.002451
H  1.783029  -5.503148  -2.933788
H  0.600583  -3.468690  -3.543653
H  -1.283444  -1.722598  3.106599
H  -1.497718  -3.124114  5.278286
H  -3.727954  -3.300891  6.324662
H  -5.743549  -2.548837  5.170638
H  -5.556497  -1.464494  2.985205
N  4.563452  0.835795  6.601887
C  4.080350  1.135507  5.539201
C  3.541114  1.541677  4.305578
C  2.851519  0.618780  3.497094
C  2.254079  1.171730  2.357702
N  2.373114  2.450170  2.008399
C  3.135570  3.273541  2.769547
C  3.775722  2.843349  3.917386
H  2.860476  -0.480219  3.656866
H  1.671158  0.532755  1.673967
H  3.323383  4.237832  2.302381
H  4.592232  3.306264  4.425702
C  -0.846833  2.878988  -3.876440
N  0.554234  2.458633  -3.788626
C  1.108676  1.541821  -4.822143
C  1.237430  2.691872  -2.631440
N  0.545338  2.890180  -1.492714
N  2.595105  2.730474  -2.688894
C  3.396658  2.725912  -1.459449
C  3.433642  2.903619  -3.890051
H  -1.051669  2.912973  -4.964893
H  -0.950023  3.888428  -3.466464
H  -1.543950  2.247851  -3.262356
H  0.346102  1.232094  -5.553172
H  1.483076  0.705224  -4.258334
H  1.915536  2.042042  -5.416068
H  1.189411  3.222623  -0.796955
H  2.872741  2.183834  -0.632718
H  3.536408  3.743079  -1.122298
H  4.411221  2.393138  -1.779434
H  4.484474  3.046077  -3.527562
H  3.150845  3.797233  -4.479799
H  3.403312  2.051538  -4.596754

Forces on atoms 1 to 2 (eV/Å):
Zn -0.2 1.0 -0.3
N -0.6 -1.1 0.2

* molecular weight: 665.19 g/mol
* LUMO level: -2.6160 eV
* energy relative to the best compared isomer or geometry (same formula, charge and spin): 85.4 kJ/mol
* charge: +1

=====

Looking at E_tot for the records above, in order, we have -49512.0221; -58880.8270; -117918.0647 eV.
Looking at gap between HOMO and LUMO for the records above, in order, we have 9.0; 7.5; 8.6 eV.